{
  "formula": "C45H53BF2N5O2PRuS",
  "method": "ωB97M-V/def2-TZVPD",
  "elements": ["Ru", "C", "C", "C", "P", "C", "C", "C", "C", "C", "C", "C", "C", "C", "C", "N", "C", "C", "C", "C", "C", "C", "C", "C", "C", "H", "H", "H", "H", "H", "H", "H", "H", "H", "H", "H", "H", "H", "H", "H", "H", "H", "H", "H", "H", "H", "H", "H", "H", "H", "H", "H", "H", "H", "H", "H", "F", "C", "F", "H", "S", "C", "N", "C", "C", "N", "C", "C", "C", "C", "C", "C", "C", "C", "N", "C", "N", "H", "H", "H", "H", "H", "H", "H", "H", "H", "C", "C", "C", "C", "C", "C", "C", "C", "O", "B", "O", "C", "C", "H", "H", "H", "H", "H", "H", "H", "H", "H", "H", "H", "H"],
  "coordinates": [[11.127, 18.415, 13.179], [13.338, 18.344, 10.300], [13.937, 17.392, 11.348], [15.434, 17.247, 11.308], [13.187, 17.955, 12.941], [13.854, 16.764, 14.203], [13.429, 15.268, 14.018], [13.410, 17.201, 15.656], [13.812, 19.593, 13.458], [15.170, 19.807, 13.759], [15.654, 20.997, 14.294], [17.106, 21.382, 14.468], [14.659, 21.900, 14.745], [13.313, 21.782, 14.351], [12.819, 20.607, 13.796], [11.491, 20.345, 13.600], [10.519, 21.332, 13.863], [10.259, 22.397, 12.897], [11.099, 22.489, 11.668], [9.387, 23.390, 13.237], [8.566, 23.271, 14.357], [7.596, 24.350, 14.715], [8.682, 22.190, 15.215], [9.638, 21.212, 14.954], [9.688, 20.088, 15.899], [13.691, 18.126, 9.271], [13.617, 19.383, 10.559], [12.267, 18.252, 10.302], [13.486, 16.389, 11.285], [15.980, 18.162, 11.378], [15.717, 16.695, 10.355], [15.832, 16.533, 12.091], [14.934, 16.850, 14.054], [12.589, 15.063, 14.712], [14.233, 14.561, 14.314], [13.137, 15.055, 12.949], [12.321, 17.133, 15.761], [13.799, 18.253, 15.940], [13.848, 16.491, 16.409], [15.861, 18.963, 13.560], [17.857, 20.982, 13.767], [17.456, 21.002, 15.463], [17.187, 22.517, 14.439], [14.943, 22.758, 15.327], [12.632, 22.635, 14.476], [11.649, 21.566, 11.476], [11.772, 23.326, 11.797], [10.455, 22.727, 10.781], [9.359, 24.297, 12.605], [6.913, 24.482, 13.849], [8.066, 25.290, 14.945], [6.984, 23.969, 15.567], [8.079, 22.032, 16.121], [9.243, 20.405, 16.867], [10.712, 19.834, 16.082], [9.077, 19.207, 15.563], [7.624, 14.602, 11.085], [8.929, 14.922, 10.734], [8.902, 15.038, 9.311], [9.189, 15.946, 11.071], [10.013, 14.752, 16.107], [10.196, 15.926, 15.031], [10.407, 16.704, 14.170], [6.747, 18.691, 12.996], [8.016, 18.309, 13.412], [9.093, 18.516, 12.624], [8.996, 18.976, 11.393], [7.781, 19.474, 10.878], [6.675, 19.312, 11.751], [7.664, 20.341, 9.744], [8.488, 20.567, 8.681], [9.587, 19.773, 8.207], [10.552, 20.343, 7.356], [11.414, 19.394, 6.735], [11.365, 18.094, 6.959], [10.450, 17.716, 7.876], [9.621, 18.471, 8.486], [5.893, 18.472, 13.625], [8.164, 17.695, 14.285], [9.906, 19.123, 10.805], [5.702, 19.783, 11.583], [6.685, 20.812, 9.670], [8.208, 21.443, 8.093], [10.642, 21.336, 7.017], [12.203, 19.806, 6.057], [10.355, 16.651, 8.133], [13.172, 8.903, 14.723], [12.769, 9.009, 13.252], [13.795, 8.289, 12.363], [11.437, 8.356, 12.951], [12.627, 10.481, 12.708], [13.521, 11.022, 11.771], [13.206, 12.169, 11.047], [11.981, 12.785, 11.314], [11.303, 13.743, 10.577], [9.985, 13.785, 11.159], [9.903, 12.901, 12.180], [11.202, 12.332, 12.344], [11.446, 11.190, 13.087], [13.295, 7.835, 14.944], [12.442, 9.372, 15.380], [14.118, 9.350, 15.002], [13.916, 7.181, 12.553], [14.788, 8.720, 12.574], [13.523, 8.430, 11.287], [11.538, 7.267, 13.223], [11.310, 8.246, 11.874], [10.512, 8.765, 13.371], [14.434, 10.502, 11.536], [13.786, 12.534, 10.187], [10.692, 10.739, 13.712]],
  "mulliken_spin": [3.155, 0.113, 0.017, 0.018, 0.037, -0.015, 0.025, 0.036, 0.037, -0.001, 0.031, -0.004, -0.008, 0.057, 0.090, 0.000, 0.035, -0.002, 0.012, -0.013, 0.019, -0.002, -0.003, -0.086, 0.072, 0.006, -0.021, 0.045, 0.033, 0.003, -0.002, 0.001, 0.006, 0.003, -0.002, -0.005, -0.010, 0.002, 0.001, 0.002, 0.000, 0.003, 0.000, 0.001, 0.004, 0.000, 0.001, 0.002, 0.001, 0.002, 0.001, 0.000, 0.000, 0.002, -0.002, -0.008, -0.001, -0.079, 0.000, 0.090, 0.046, 0.036, 0.057, -0.043, 0.226, -0.020, 0.099, 0.034, 0.126, 0.175, 0.203, 0.010, 0.099, 0.014, 0.111, -0.010, 0.058, -0.006, 0.020, 0.042, 0.006, 0.011, 0.001, 0.009, 0.001, -0.018, 0.000, 0.000, 0.000, 0.000, 0.001, 0.000, 0.000, 0.000, -0.003, 0.019, 0.001, -0.005, 0.001, 0.000, 0.000, 0.000, 0.000, 0.000, 0.000, 0.000, 0.000, 0.000, 0.000, 0.000, 0.001],
  "gap_ev": [4.179, 6.320],
  "s_squared": 8.800,
  "lumo_ev": [2.08, 1.44],
  "total_charge": -1,
  "max_force_ev_per_a": 3.8,
  "multiplicity": 6
}